## a
DFT (the ωB97M-V functional and the def2-TZVPD basis) results for a molecular structure, C29H36AsCaClN9O11PSe.

```
! RIJCOSX wB97M-V def2-TZVPD def2/J DEFGRID3
* xyz -2 1
Se -4.03 1.20 0.14
As 2.60 0.72 2.36
Ca -0.33 1.14 -0.40
Cl 0.78 1.64 -6.99
P -2.16 -1.70 1.06
O 4.48 0.27 -4.54
O -4.06 -0.34 0.79
O 2.01 4.09 -0.77
O 0.08 3.26 -1.31
O 3.71 1.03 -6.47
O 1.91 0.81 -0.98
O 3.69 0.12 -2.14
O -5.23 1.34 -0.94
O -2.56 1.32 -0.67
O 0.79 3.05 0.69
O -4.06 2.26 1.37
N 0.46 1.04 -3.21
N -2.36 -0.09 3.31
N -1.20 -1.19 -1.59
N 0.59 -1.42 0.57
N 0.01 1.27 -4.46
N 0.99 3.49 -0.47
N -3.26 -1.98 -1.49
N 0.12 -3.45 1.28
N -0.97 0.79 1.85
C -2.15 2.01 -3.67
C -1.66 -1.39 -2.85
C 2.75 2.23 3.64
C 1.73 -2.17 0.54
C 2.74 -0.77 3.65
C -1.04 1.61 2.94
C 4.44 0.76 1.61
C -2.02 0.72 -5.72
C 5.51 -0.07 2.31
C 2.52 0.57 -2.03
C 1.46 -3.44 0.99
C -1.78 -0.22 2.09
C 3.53 0.77 -5.30
C 2.19 0.94 -4.66
C -3.43 -0.91 3.84
C -2.19 -1.54 -0.78
C -1.89 1.08 3.86
C -0.62 -4.57 1.82
C 3.87 2.22 4.67
C -2.93 -1.89 -2.81
C -4.54 -2.45 -1.00
C -3.54 1.94 -3.73
C -1.41 1.38 -4.66
C 1.76 0.84 -3.31
C -3.40 0.71 -5.79
C 1.38 -0.97 4.33
C 1.03 1.25 -5.35
C -0.37 -2.20 1.02
C -4.16 1.31 -4.79
H 4.15 0.06 -3.59
H 0.60 -1.13 3.58
H 2.67 -1.76 0.19
H 1.08 -0.09 4.90
H 1.77 2.31 4.12
H 0.05 -5.42 1.90
H -1.03 -4.34 2.80
H -4.25 -0.92 3.12
H 3.80 1.35 5.33
H 1.38 -1.82 5.01
H -1.04 -1.18 -3.71
H -2.23 1.43 4.81
H 4.32 0.45 0.57
H -1.45 -4.84 1.16
H -5.07 -1.64 -0.51
H 5.26 -1.13 2.29
H 5.65 0.21 3.35
H 3.53 -0.62 4.39
H -3.62 -2.15 -3.59
H 2.83 3.11 2.99
H 2.99 -1.66 3.07
H 6.48 0.04 1.80
H -5.24 1.25 -4.81
H -4.40 -3.27 -0.29
H -4.12 2.33 -2.90
H -3.89 0.19 -6.61
H 2.08 -4.31 1.12
H 3.86 3.11 5.29
H -1.43 0.20 -6.46
H -3.08 -1.92 4.03
H 4.85 2.18 4.19
H -1.66 2.49 -2.84
H -3.76 -0.46 4.77
H 4.72 1.82 1.57
H -5.10 -2.83 -1.86
H -0.49 2.54 2.96
*
```

## Properties
Gap between HOMO and LUMO   7.31 eV

***

## b
DFT (the ωB97M-V functional and the def2-TZVPD basis) results for a molecular structure, C29H36AsCaClN9O11PSe.

```
! RIJCOSX wB97M-V def2-TZVPD def2/J DEFGRID3
* xyz -2 1
Se 2.92 -1.98 3.08
As -2.67 -3.19 -2.18
Ca 1.21 -0.32 0.23
Cl -3.85 4.22 -3.56
P 0.48 0.57 3.88
O 2.71 -3.54 3.47
O 1.59 2.80 -2.96
O 1.25 1.38 -1.27
O -0.08 -1.28 -1.33
O 4.45 -1.45 3.19
O -1.24 5.29 -4.62
O 2.01 -1.09 4.19
O 0.69 4.24 -4.30
O 0.61 -3.27 -1.86
O 2.04 -1.69 -1.45
O 2.32 -1.69 1.56
N -1.51 1.91 -1.50
N 3.03 1.63 3.54
N 2.06 1.26 1.61
N -0.45 -1.04 1.71
N -2.03 1.86 3.70
N 0.86 -2.10 -1.56
N -0.74 -1.93 3.69
N -2.72 2.42 -1.86
N -0.63 2.68 2.21
C -0.31 -0.84 3.01
C 1.90 1.22 2.92
C -0.61 2.53 -2.24
C -1.22 3.47 -3.11
C -1.83 3.32 2.10
C -5.18 2.28 -1.55
C -3.89 1.93 -1.18
C 3.95 1.92 2.57
C -2.09 -1.47 -4.39
C -6.07 0.94 0.25
C -0.60 4.41 -4.08
C -3.69 1.07 -0.10
C -2.56 3.36 -2.84
C -6.26 1.78 -0.83
C -4.63 -3.07 -2.55
C 3.34 1.68 1.38
C -2.40 -5.14 -1.96
C 3.32 1.57 4.96
C -2.56 1.04 4.76
C -2.72 2.83 3.01
C -0.54 -2.21 5.10
C 0.87 2.19 -2.12
C -1.98 -2.94 -4.00
C -1.17 -2.86 2.77
C -5.27 -3.80 -3.73
C -4.77 0.59 0.61
C -0.99 -2.29 1.55
C -0.76 1.80 3.18
C -2.59 -6.07 -3.15
H -0.77 -1.33 5.70
H 1.08 3.51 -3.69
H -2.69 0.79 0.17
H 3.70 0.57 5.21
H -5.37 2.92 -2.39
H -1.63 -1.28 -5.36
H 4.95 2.22 2.83
H -2.50 -3.58 -4.71
H -6.91 0.55 0.81
H -1.59 -0.84 -3.65
H -3.03 -5.44 -1.12
H -3.62 -6.10 -3.50
H -1.99 4.09 1.36
H -7.26 2.06 -1.13
H -4.59 -0.08 1.44
H 2.41 1.74 5.53
H -2.30 -7.10 -2.90
H -0.94 -3.25 -3.96
H -3.54 1.41 5.04
H -1.52 -3.83 3.07
H -2.66 0.00 4.44
H -4.80 -2.00 -2.65
H -4.71 -3.64 -4.65
H -1.97 -5.77 -4.00
H 0.51 -2.48 5.26
H 3.73 1.78 0.38
H -6.29 -3.44 -3.90
H -5.32 -4.88 -3.56
H -3.13 -1.14 -4.45
H -1.19 -2.69 0.57
H -1.90 1.07 5.63
H -5.12 -3.36 -1.61
H 4.05 2.33 5.21
H -3.75 3.05 3.22
H -1.20 -3.03 5.39
H -1.37 -5.20 -1.62
*
```

## Properties
Gap between HOMO and LUMO   7.32 eV

***

Which is the most stable structure? a is the most stable.

***

## a
DFT (the ωB97M-V functional and the def2-TZVPD basis) results for a molecular structure, C14H17NO3S.

```
! RIJCOSX wB97M-V def2-TZVPD def2/J DEFGRID3
* xyz 0 1
S -1.32 -2.59 0.74
O -0.99 -2.13 -1.66
O -1.34 -0.12 1.97
O -2.21 -0.70 -0.66
N -2.57 -1.81 3.13
C -1.76 -1.23 2.15
C -0.08 -0.09 -2.91
C 4.70 1.27 -2.30
C -0.90 -1.49 -2.84
C -1.52 -1.51 -0.52
C -3.16 -0.26 5.00
C -3.07 1.20 5.54
C -1.79 0.32 3.15
C 3.68 0.12 -2.29
C -2.32 2.04 4.76
C 1.36 -0.68 -2.64
C -2.68 -0.44 3.76
C 2.15 0.45 -2.58
C -1.90 1.70 3.59
H 1.60 -1.30 -1.73
H -0.44 0.40 -2.12
H -3.57 1.25 6.34
H -1.05 2.28 2.97
H 3.79 -0.33 -1.54
H 4.07 -0.62 -3.18
H -2.38 2.93 5.10
H 4.70 1.90 -3.33
H 2.14 0.96 -3.68
H 1.58 -1.52 -3.51
H -0.50 -2.32 -3.51
H -2.12 -1.15 -3.12
H 4.26 1.83 -1.61
H 2.03 1.17 -1.82
H -4.12 -0.91 5.35
H -0.08 0.27 -3.84
H 5.78 1.14 -2.18
*
```

## Properties
Gap between HOMO and LUMO   9.44 eV

***

## b
DFT (the ωB97M-V functional and the def2-TZVPD basis) results for C14H17NO3S in the gas phase.

```
! RIJCOSX wB97M-V def2-TZVPD def2/J DEFGRID3
* xyz 0 1
S 4.12 -0.67 1.71
O -0.06 -2.20 0.52
O 2.53 1.20 1.41
O -0.04 -1.79 -1.98
N 2.58 0.12 -0.39
C 0.68 1.36 -1.62
C 1.56 1.79 0.52
C 0.88 3.05 0.46
C -3.67 -0.42 2.11
C -0.07 3.24 -0.45
C -1.31 -1.81 0.42
C -2.92 0.08 0.74
C -0.07 2.37 -1.78
C 2.11 -2.39 -0.76
C 3.05 0.25 0.70
C -1.43 -0.19 0.61
C 2.90 -1.30 -1.33
C 1.61 1.12 -0.64
C 0.57 -2.03 -0.98
H -3.58 -0.27 -0.10
H -3.18 1.15 0.59
H -3.72 -1.30 2.08
H 2.25 -2.99 -1.38
H -3.20 -0.14 2.90
H 0.73 0.67 -2.47
H -1.05 0.16 1.48
H -1.13 0.20 -0.16
H -0.62 4.06 -0.55
H 3.87 -1.36 -0.99
H 0.78 3.38 1.40
H -4.76 -0.18 2.08
H -1.92 -2.21 -0.41
H 2.68 -0.73 -2.29
H 2.23 -2.49 0.17
H -0.69 2.77 -2.76
H -1.69 -2.52 1.16
*
```

## Properties
Gap between HOMO and LUMO   8.32 eV

***

Which is the most stable structure? b is the most stable.

***

## a
DFT (the ωB97M-V functional and the def2-TZVPD basis) results for a molecular structure, C20H23BBr2N6O3RuS2.

```
! RIJCOSX wB97M-V def2-TZVPD def2/J DEFGRID3
* xyz 1 2
Ru -0.58 -0.25 -0.17
Br 1.32 -4.72 -2.04
Br -0.88 -2.67 -6.85
S -0.68 -2.14 1.92
S 0.40 1.82 -1.53
O -2.06 2.19 1.20
O -0.14 -2.35 -0.88
O -0.92 0.99 2.75
N -1.78 -0.59 -2.05
N 1.87 -0.61 -0.75
N 2.85 2.57 -2.04
N 2.64 0.43 -1.24
N 1.51 -0.78 2.52
N 1.72 -3.11 2.14
C -2.73 0.40 -3.98
C -1.70 3.86 4.92
C -0.35 -2.47 -2.15
C 3.15 -3.33 2.30
C -1.36 2.15 3.34
C -2.10 -0.50 -4.80
C -2.58 0.32 -2.59
C 1.00 -1.99 2.22
C -0.71 -2.58 -4.96
C -1.17 2.61 4.62
C 2.81 -0.46 3.10
C 2.06 1.59 -1.60
C -2.57 4.13 2.67
C -2.38 4.61 3.97
C 0.22 -3.48 -2.94
C -1.33 -1.54 -4.24
C -2.05 2.89 2.39
C -3.30 1.23 -1.65
C -1.17 -1.52 -2.84
C 0.03 -3.54 -4.32
B -1.36 1.02 1.42
H 2.87 0.62 3.20
H 3.53 -2.90 3.22
H 3.84 2.44 -2.22
H -2.77 5.58 4.24
H 1.18 -3.89 1.81
H -4.02 1.86 -2.17
H 2.94 -0.90 4.09
H -2.20 -0.43 -5.87
H -2.59 1.88 -1.12
H 2.28 -1.00 0.08
H 0.49 -4.34 -4.89
H 3.72 -2.93 1.45
H 3.63 0.28 -1.40
H 3.32 -4.40 2.33
H 2.42 3.42 -2.35
H 1.73 -1.35 -1.44
H 3.64 -0.79 2.47
H -0.65 2.01 5.36
H -3.10 4.71 1.93
H -3.81 0.64 -0.89
H -3.34 1.19 -4.40
H 0.78 -0.13 2.78
H -1.58 4.25 5.92
*
```

## Properties
Gap between HOMO and LUMO (alpha / beta)   6.02 / 6.12 eV
⟨S²⟩   1.03

***

## b
DFT (the ωB97M-V functional and the def2-TZVPD basis) results for a molecular structure, C20H23BBr2N6O3RuS2.

```
! RIJCOSX wB97M-V def2-TZVPD def2/J DEFGRID3
* xyz 1 2
Ru -0.02 -0.57 -0.17
Br 0.26 -0.34 5.10
Br 5.79 0.38 4.15
S -0.03 -2.70 -1.45
S 0.41 2.14 -0.65
O 0.32 -0.94 2.08
O -2.84 -0.70 -0.69
O -2.92 0.44 1.27
N 1.18 -4.72 -0.34
N -0.12 3.73 -2.65
N -0.70 0.18 -2.69
N 2.23 -0.34 0.31
N -1.21 -4.70 -0.32
N -0.57 1.52 -3.06
C -1.61 -6.02 0.13
C -0.14 2.47 -2.20
C 3.86 -0.08 2.07
C 2.54 -0.33 1.61
C 2.73 -0.05 -2.04
C -5.39 0.71 1.35
C -5.29 -0.72 -1.11
C 4.86 0.06 1.09
C 2.98 0.02 4.35
C 1.44 -0.55 2.52
C -0.02 -4.18 -0.58
C -6.49 -0.27 -0.58
C -4.19 0.28 0.81
C 1.71 -0.28 3.90
C 3.17 -0.13 -0.61
C 1.54 -6.00 0.23
C 4.50 0.03 -0.25
C -6.53 0.42 0.63
C -4.15 -0.42 -0.40
C 4.05 0.06 3.46
B -2.08 -0.15 0.36
H -0.30 -0.43 -3.41
H -1.67 -0.09 -2.54
H -7.49 0.74 1.01
H 1.21 -6.09 1.26
H -2.69 -6.01 0.29
H 5.24 0.18 -1.01
H 2.62 -6.08 0.22
H -1.97 -4.09 -0.60
H -0.99 1.83 -3.94
H 3.57 -0.19 -2.71
H -0.43 3.99 -3.57
H -1.38 -6.78 -0.61
H -5.26 -1.27 -2.04
H -7.40 -0.46 -1.11
H 1.94 -4.13 -0.62
H 5.88 0.23 1.38
H 1.14 -6.83 -0.35
H 2.30 0.93 -2.23
H 1.97 -0.81 -2.24
H -5.42 1.24 2.29
H 0.23 4.45 -2.04
H 3.15 0.21 5.39
H -1.14 -6.28 1.08
*
```

## Properties
Gap between HOMO and LUMO (alpha / beta)   5.32 / 5.75 eV
⟨S²⟩   0.76

***

Which is the most stable structure? b is the most stable.

***

## a
DFT (the ωB97M-V functional and the def2-TZVPD basis) results for 2 unconnected molecules or ions with the total composition C3H6N3P.

```
! RIJCOSX wB97M-V def2-TZVPD def2/J DEFGRID3
* xyz 0 1
P 1.73 -2.50 -0.56
N -1.87 0.74 -1.16
N -1.11 -0.26 -1.57
N -1.53 1.26 0.01
C 0.28 0.81 1.66
C -0.47 0.57 0.41
C -0.23 -0.37 -0.61
H -0.42 0.95 2.49
H 1.76 -2.45 -1.95
H 0.88 1.71 1.57
H 0.93 -0.03 1.87
H 2.71 -1.50 -0.48
H -2.67 1.07 -1.68
*
```

## Properties
Gap between HOMO and LUMO (alpha / beta)   8.48 / 8.11 eV

***

## b
DFT (the ωB97M-V functional and the def2-TZVPD basis) results for C3H6N3P in the gas phase.

```
! RIJCOSX wB97M-V def2-TZVPD def2/J DEFGRID3
* xyz 0 1
P -0.25 0.09 -1.46
N -1.75 1.85 -0.23
N -0.74 -2.20 0.02
N 2.17 0.39 -0.12
C 1.32 1.11 -0.61
C -1.34 0.65 -0.15
C 0.04 -1.68 -0.81
H 0.83 -2.35 -1.16
H 1.41 2.13 -0.61
H -0.75 -3.18 0.33
H -1.54 -0.01 0.65
H 3.11 0.75 0.12
H -2.27 2.12 0.64
*
```

## Properties
Gap between HOMO and LUMO   9.72 eV

***

Which is the most stable structure? b is the most stable.

***

## a
DFT (the ωB97M-V functional and the def2-TZVPD basis) results for 2 unconnected molecules or ions with the total composition C6H6N2O2.

```
! RIJCOSX wB97M-V def2-TZVPD def2/J DEFGRID3
* xyz 0 1
O -2.40 0.78 -1.91
O 0.02 -1.52 1.55
N -0.13 0.43 -2.04
N -1.28 -0.73 -0.35
C -1.42 0.18 -1.47
C 1.00 -0.14 -1.54
C -0.07 -1.05 0.40
C 1.13 -1.01 -0.51
C 2.13 1.41 2.73
C 1.20 1.45 3.44
H 3.16 1.50 2.35
H -0.11 1.39 -2.74
H 2.15 -1.48 -0.35
H -2.15 -0.50 0.34
H 1.90 0.16 -2.13
H 0.12 1.81 3.78
*
```

## Properties
Gap between HOMO and LUMO   9.68 eV

***

## b
DFT (the ωB97M-V functional and the def2-TZVPD basis) results for C6H6N2O2 in the gas phase.

```
! RIJCOSX wB97M-V def2-TZVPD def2/J DEFGRID3
* xyz 0 1
O -2.31 -1.34 -0.52
O -2.84 0.49 0.60
N 1.10 1.86 -0.22
N 2.76 -1.40 0.23
C -2.03 -0.17 0.10
C 1.73 -0.43 0.02
C -0.49 0.15 -0.06
C 0.44 -0.75 0.08
C 2.05 0.89 -0.01
C -0.24 1.46 -0.14
H 2.55 -2.35 0.18
H 3.50 -1.15 0.01
H -3.10 -1.43 -0.46
H -0.95 2.23 -0.41
H 0.43 -1.74 0.11
H 2.91 1.18 -0.10
*
```

## Properties
Gap between HOMO and LUMO   9.60 eV

***

Which is the most stable structure? a is the most stable.

***

## a
DFT (the ωB97M-V functional and the def2-TZVPD basis) results for C6H6N2O2 in the gas phase.

```
! RIJCOSX wB97M-V def2-TZVPD def2/J DEFGRID3
* xyz 0 1
O 0.27 -1.76 -1.57
O 1.32 0.97 2.86
N 0.90 0.46 0.67
N -0.73 0.13 -2.10
C 1.66 1.06 1.57
C 1.28 0.48 -0.62
C 2.35 1.23 -1.07
C 3.15 1.87 -0.11
C 2.79 1.82 1.22
C 0.36 -0.18 -1.58
H 3.99 2.49 -0.42
H 0.81 -1.98 -0.78
H 0.45 0.54 2.94
H -1.12 -1.00 -2.27
H 2.52 1.39 -2.14
H 3.31 2.40 1.99
*
```

## Properties
Gap between HOMO and LUMO   9.90 eV

***

## b
DFT (the ωB97M-V functional and the def2-TZVPD basis) results for 2 unconnected molecules or ions with the total composition C6H6N2O2.

```
! RIJCOSX wB97M-V def2-TZVPD def2/J DEFGRID3
* xyz 0 1
O -3.23 -0.44 0.88
O 0.13 2.57 -0.03
N -1.80 1.17 -0.07
N 0.28 0.46 -0.53
C 2.48 -0.45 1.15
C -1.40 -1.24 -0.61
C 3.02 -0.33 0.12
C -0.15 -0.85 -0.81
C -2.22 -0.17 0.07
C -0.45 1.55 -0.16
H 0.97 -1.50 -0.86
H -1.67 -2.36 -0.41
H 1.24 0.66 -0.58
H 1.93 -0.44 2.10
H -2.42 1.65 0.77
H 3.27 -0.27 -1.03
*
```

## Properties
Gap between HOMO and LUMO   9.91 eV

***

Which is the most stable structure? a is the most stable.